DFT (ωB97M-V/def2-TZVPD) results for a molecular structure, C33H21HgN6O7Se at a distorted geometry.

Geometry as ORCA input:
```
! wB97M-V def2-TZVPD RIJCOSX def2/J DEFGRID3
* xyz -2 2
H 2.8057 5.3723 4.8375
C -1.6998 -3.7725 -3.3270
O -3.3484 3.4785 1.2382
H -1.9639 -4.5596 -4.0254
N -1.9983 3.1815 -3.7255
C -1.7698 1.8892 -5.7766
C 2.3741 -1.9950 0.6669
C 0.4373 0.9570 -1.4492
H -1.4622 0.6000 -7.4492
H 3.5866 -5.0221 -0.2523
N 1.3004 -1.9246 -0.0822
H -2.6850 -0.7832 -2.1073
Se -1.5951 2.9943 -1.9997
O -2.6311 -3.4867 1.7011
C 1.4289 -5.1481 -1.8895
H -2.4097 2.5854 -6.3044
C -0.5324 -3.9047 -2.5601
C -0.4301 -0.1178 -5.6969
C 2.9483 -4.1464 -0.1927
C 2.1230 1.2264 2.8109
C -0.2159 -2.8613 -1.6783
C 3.2394 -3.1069 0.6474
H -0.0218 -0.9865 -6.1982
H 0.4740 -0.6171 -3.8141
O -0.8577 -2.1227 1.4052
O -1.5521 2.4656 0.3440
C 2.5602 3.4616 3.9166
O 1.3618 0.5283 2.1070
H 1.7790 1.1369 -2.7784
H 2.0673 -6.0240 -1.9355
C 0.3178 -5.0644 -2.6468
C 1.7943 -4.0821 -0.9941
H 4.1106 -3.1189 1.2885
H 0.3972 2.7704 1.4032
N 1.6300 0.7622 -1.8355
O 3.1239 0.7680 3.4374
H 0.0374 -5.8678 -3.3192
H -4.9610 2.0456 2.2184
C 1.3268 5.4271 3.2638
N -1.0005 -1.7771 -1.5399
C 2.2739 4.8182 4.0730
C -2.4865 -2.6603 -3.1862
Hg -0.3192 0.0774 0.4064
N -0.5318 1.5333 -2.3784
H 1.1095 6.4815 3.4012
C -2.0630 -2.3851 1.6221
C 0.9931 -2.9432 -0.8866
C -1.2393 0.7830 -6.4045
C -1.5017 2.1273 -4.4118
C -4.9399 -0.0991 2.5822
H -5.9069 -0.1373 3.0726
O 3.5021 2.9020 4.6980
C 1.8655 2.7085 2.9487
C -0.6727 1.2030 -3.7036
N -2.4744 0.0079 1.3719
C -2.0905 -1.6793 -2.2593
H 3.5491 1.9457 4.3490
C -4.1958 -1.2529 2.4095
H -3.3888 -2.5262 -3.7681
C -2.6595 2.4900 0.9453
H -4.5295 -2.2318 2.7214
C 0.9316 3.3493 2.1426
H -0.0991 5.1640 1.6644
H 2.5513 -1.1445 1.3191
C 0.6541 4.7007 2.2879
C -2.9521 -1.1536 1.8052
C -3.1892 1.1330 1.5098
C -4.4337 1.1078 2.1239
C -0.1423 0.0847 -4.3592
*
```

Summary:
HOMO level (alpha / beta) = -1.407 / -2.949 eV
total energy = -4680.355255 hartree
ΔE to the lowest compared entry with this formula, charge and spin = 0.000 eV
LUMO level (alpha / beta) = 4.132 / 4.129 eV
orbital gap (alpha / beta) = 5.54 / 7.08 eV
max |F| = 0.0211 Eh/bohr

***

DFT (ωB97M-V/def2-TZVPD) results for a molecular structure, C33H22BF15GeN6NiS.

Geometry as ORCA input:
```
! wB97M-V def2-TZVPD RIJCOSX def2/J DEFGRID3
* xyz 0 3
C 1.7687 2.7665 5.5132
C -0.9465 -2.4256 -5.9096
H 4.6870 0.2830 -2.9251
H -2.4788 3.9744 -3.7676
C -4.5064 -0.1393 4.9706
H -0.1496 2.4172 -6.2377
C -2.6731 -1.1887 3.8710
B 0.1168 0.0229 -4.1741
C -1.0639 -2.3266 -4.4245
S -0.6205 -0.1043 0.9559
C 3.6119 0.2216 -2.8825
F 3.1408 -4.8323 4.7521
H 2.3325 0.1966 0.3503
C -1.4581 -2.6278 -2.2623
C 2.7316 -3.0755 3.2489
C -1.2949 2.2366 -4.4281
F 1.1624 2.5501 1.4725
F -2.1767 -2.3053 3.3212
F -4.6564 -2.3912 4.3255
C 1.9689 -1.9774 2.8999
C 2.7411 0.1643 -3.9529
H 4.1121 0.2343 -5.5658
H -3.2611 3.0505 -0.8942
C 1.0804 1.7018 4.9724
H -1.3922 -3.3605 -6.2442
H -2.0770 -4.1664 -3.7453
C -1.8679 -3.1386 -0.9186
H -1.8250 2.3620 -0.1303
C -1.7142 2.5146 -2.2688
N -0.9923 1.4085 -2.4014
H 0.2627 0.0326 -5.3666
C 0.6210 -2.2577 4.8085
C -3.9521 -1.2616 4.3833
N 1.5324 0.1076 -2.1035
H -2.5827 -2.4696 -0.4381
F -4.3235 2.1166 5.5936
F 0.6234 0.7726 5.8283
C -2.5018 1.0680 4.5145
C 3.2055 0.2037 -0.2981
F -5.7378 -0.1909 5.4708
H -1.6167 1.4628 -6.4073
N 1.4908 0.0949 -3.4627
C -1.9088 -0.0350 3.9287
C -1.1876 2.3353 -5.9138
F 2.4897 4.6018 2.4943
F -0.3885 -1.9214 5.6201
H -1.7233 3.2192 -6.2551
C 2.2435 3.7493 4.6642
H -1.7939 4.0151 -0.7526
C 3.0356 0.1742 -5.4164
C 1.3622 -3.3613 5.1880
C -1.9317 3.0756 -3.5346
Ge -0.1697 -0.0132 3.0519
H 0.0947 -2.4076 -6.2333
N -0.6049 -1.2738 -3.7296
C -1.6190 -3.2170 -3.5215
H -1.4591 -1.6035 -6.4102
C -3.7826 1.0339 5.0357
F 1.0686 -4.0327 6.3005
H 3.7878 1.1000 -0.0793
N -0.7350 1.2372 -3.7253
H 2.6719 -0.7293 -5.9071
F 2.9113 4.7881 5.1572
F 2.3405 -1.3215 1.7922
C 2.8058 0.1773 -1.7364
F -1.8609 2.2439 4.5970
C 1.3298 2.5658 2.7969
Ni -0.2448 -0.0012 -1.1820
C 2.4196 -3.7723 4.3998
H 3.8195 -0.6635 -0.0499
H -1.0117 -3.2211 -0.2484
N -0.8465 -1.4579 -2.4063
H -2.3271 -4.1209 -1.0180
C 0.8341 1.5636 3.6164
F 3.7656 -3.4597 2.5010
C 2.0250 3.6510 3.3052
H 2.5726 1.0265 -5.9148
F 1.9779 2.8630 6.8248
C 0.8905 -1.5405 3.6529
C -2.1717 3.0082 -0.9355
*
```

Summary:
HOMO level (alpha / beta) = -8.931 / -9.025 eV
total energy = -7105.639331 hartree
LUMO level (alpha / beta) = 0.216 / -0.128 eV
orbital gap (alpha / beta) = 9.15 / 8.90 eV
max |F| = 0.0136 Eh/bohr

***

DFT (ωB97M-V/def2-TZVPD) results for a molecular structure, C33H22N11O5PmS2 at a distorted geometry.

Geometry as ORCA input:
```
! wB97M-V def2-TZVPD RIJCOSX def2/J DEFGRID3
* xyz 0 5
C -4.1132 -0.9380 -2.4196
C -3.8351 -2.9359 -1.1134
H 2.5487 1.3214 1.7453
N -2.4229 0.9999 7.0826
C 2.6051 -0.2466 -1.6617
C -4.5425 -2.2342 -2.0975
H 2.1865 2.0053 5.9585
C -0.0782 0.9621 3.6484
C 2.9363 -0.7249 -0.2284
C 4.5220 -1.4870 1.3969
N -2.3556 -1.0727 -0.7942
C 0.2651 3.2930 0.6599
H -3.5713 -0.3720 1.2161
H 5.8319 -2.1226 2.6327
H 3.2158 -1.5552 -3.8487
C -3.6284 0.0824 4.5420
H -0.6778 -3.3937 -1.6047
H 3.5994 1.9884 3.8708
H -2.2213 -2.8175 0.3006
C -1.4703 0.5449 3.5295
C 3.4524 -1.8652 2.2100
C 0.4485 1.3520 4.9025
H 3.6054 -2.3342 3.1733
H 2.1035 -3.5933 -4.8458
N 1.1659 2.7608 -0.1579
C 2.3323 -2.0073 -3.4246
C 0.6144 -3.6406 -3.2952
O -0.1687 -1.9655 1.8632
C 1.7182 -3.1225 -3.9551
C -0.4148 1.3474 6.0413
N 1.9239 -1.0680 0.5683
H -2.6683 0.5844 -1.9773
C 0.8922 -1.9360 2.5602
C -2.3057 0.5125 4.6719
C 4.2571 -0.9022 0.1591
C 1.8245 -1.4411 -2.2595
H -4.2500 0.0335 5.4206
C -1.7726 0.9319 5.9291
H -5.1048 -0.5907 3.1378
C -2.7678 -2.3171 -0.4938
C 2.5580 1.7100 3.8552
H 0.1203 -4.5308 -3.6499
S -1.4069 1.5465 8.2158
N 1.3437 1.5191 -0.3187
H 2.9405 2.1883 -2.6970
H -4.6337 -0.3646 -3.1698
H 1.5057 4.8072 1.2013
S -1.3246 2.7331 0.6351
O 0.9916 -2.1058 3.7677
C 2.1692 -1.6255 1.7556
C 1.5245 0.9808 -1.6475
O 0.1955 0.6406 -1.6008
N 0.6114 4.3817 1.3802
H -4.1310 -3.9372 -0.8406
O 5.8027 -1.6721 1.7766
N -6.5910 -3.2608 -3.2354
C 0.1688 -2.9988 -2.1554
N -0.1020 1.7200 7.2745
H -0.1336 4.9503 1.7496
H 1.6256 1.5498 -3.6970
Pm -0.2460 -0.2803 0.3796
O 3.6783 0.0798 -2.3372
C -4.0926 -0.2539 3.2915
H 1.2914 2.8908 -2.5740
C 1.9605 1.3277 2.6571
C -5.6668 -2.8038 -2.7310
C -3.2136 -0.1570 2.2156
H 5.0510 -0.6040 -0.5053
C 1.8737 1.9853 -2.7329
N 0.7392 -1.9121 -1.6384
N 0.6919 0.9609 2.5453
N -1.9431 0.2000 2.3163
C 1.7912 1.7210 4.9954
C -3.0244 -0.4141 -1.7512
*
```

Summary:
HOMO level (alpha / beta) = -6.797 / -6.801 eV
total energy = -3654.158771 hartree
LUMO level (alpha / beta) = -1.241 / -1.248 eV
orbital gap (alpha / beta) = 5.56 / 5.55 eV
max |F| = 0.0563 Eh/bohr

***

DFT (ωB97M-V/def2-TZVPD) results for a molecular structure, C33H24BrN3O2PPdSbSe4 at a distorted geometry.

Geometry as ORCA input:
```
! wB97M-V def2-TZVPD RIJCOSX def2/J DEFGRID3
* xyz -2 1
H -0.0674 -1.2646 -5.2713
Se -6.6403 -0.9657 2.2964
C -3.5870 -4.2825 0.3160
C 3.1435 2.6115 1.2758
C -1.5801 3.6185 0.8188
C -0.8778 -1.1228 -1.9807
C -2.3269 -4.4955 -0.2413
C -3.1296 -6.5637 -1.1962
C -0.1292 -2.9409 -3.9285
Se -5.3901 2.5586 0.4358
H -3.7710 -3.4017 0.9165
C 3.9386 9.5901 1.0381
O -1.0905 -2.7024 1.4492
H -0.7451 0.3532 -3.5129
C -0.3665 -3.3627 -2.6319
H 3.6249 0.5248 1.4565
H 3.8234 -6.1602 0.7951
C 2.5573 9.5215 1.0975
C 0.4866 1.8632 1.1117
C -4.6224 -5.1743 0.0692
C 1.9490 8.2770 1.1132
C 0.5345 -4.2144 0.1276
H -1.2115 -0.4096 -1.2450
C 2.9049 -5.6150 0.6137
Br 4.7919 11.2922 1.0109
H 5.7931 8.5209 0.9473
C 1.7068 -6.0677 1.1488
H 0.1572 -3.6688 -4.6778
H -0.3937 -5.7105 1.3528
N 2.7263 4.8780 1.1419
C -4.4012 -6.3052 -0.6992
Se -6.0529 -0.9563 -1.7323
N 1.9800 5.8935 1.0893
H 3.8545 -4.0768 -0.5449
C 2.1769 3.6203 1.1536
H -5.2149 -6.9884 -0.9111
H 1.7778 -2.8442 -0.9648
P -1.0277 -3.2477 0.0256
C -0.2539 -1.5986 -4.2578
H 1.9664 10.4266 1.1312
H -2.7989 1.8330 0.7516
C 1.7447 -3.7585 -0.3867
H -0.2351 -4.4114 -2.4127
C 4.7151 8.4430 0.9949
H -0.1269 5.1790 0.8756
H -2.4437 4.2591 0.7007
C -0.7531 -2.4636 -1.6328
H 1.6847 -6.9652 1.7548
C -1.7985 2.2365 0.8613
C 2.8503 1.2719 1.3461
H 0.8716 8.1889 1.1600
C 4.1016 7.2022 1.0115
H 4.1734 2.9451 1.3230
C 2.9213 -4.4528 -0.1437
C -2.0999 -5.6665 -0.9652
O 1.1803 -0.3885 1.3752
C -0.3101 4.1191 0.9129
N -0.7911 1.4014 1.0022
Pd -0.9841 -0.6331 1.2278
H -2.9372 -7.4657 -1.7648
Sb -5.6990 0.1452 0.3754
C 0.7899 3.2369 1.0615
C 1.5095 0.8306 1.2901
C -0.6240 -0.6964 -3.2776
C 0.5357 -5.3633 0.9163
H -1.1090 -5.9108 -1.3254
C 2.7101 7.1108 1.0727
Se -3.1742 -0.9810 0.3126
H 4.6860 6.2945 0.9779
H -5.6034 -4.9500 0.4674
*
```

Summary:
HOMO level = -1.664 eV
total energy = -14476.063518 hartree
ΔE to the lowest compared entry with this formula, charge and spin = 0.205 eV
LUMO level = 3.058 eV
orbital gap = 4.72 eV
max |F| = 0.0226 Eh/bohr

***

DFT (ωB97M-V/def2-TZVPD) results for a molecular structure, C33H24CrIN3O6 at a distorted geometry.

Geometry as ORCA input:
```
! wB97M-V def2-TZVPD RIJCOSX def2/J DEFGRID3
* xyz -1 4
H 1.7162 3.9405 -1.3776
C 5.3144 -3.2349 0.7969
O -2.6647 1.2123 -1.9548
C 0.7831 -4.8400 0.8239
H 0.0479 -5.5681 1.1542
C 4.3057 -4.0543 1.1825
C -2.2723 4.0013 -1.2250
C 1.2246 3.1908 -2.1026
O 0.2228 5.7054 2.7153
C 2.5908 -2.8597 -0.1989
N 0.2529 4.6600 2.1035
H -3.8712 -1.8728 3.2534
H -0.3403 0.5841 -4.5866
H 4.5990 -4.8070 1.9133
O 0.0818 -0.1939 -2.2516
C -1.3250 5.5505 0.3640
C 1.5275 1.4293 -0.4123
C -2.0277 1.4699 -0.9541
I 3.6388 -0.6431 -2.2260
H -6.0436 -2.4793 2.1885
H 6.3540 -3.3688 1.1415
C -1.5014 -1.5607 2.0994
N 1.2080 0.3492 0.1866
C -5.0929 -2.4911 1.6247
C 0.3409 1.0225 -2.5968
H -2.7850 3.8284 -2.2095
C -1.9760 5.3336 -0.8367
H 0.0698 0.4733 2.8067
H -0.6195 2.3009 1.1515
H -0.6302 -3.7700 -0.3447
C -4.0435 -2.4645 -0.5786
C 2.9959 -3.8735 0.7915
O -1.4281 0.6892 -0.1427
C -2.7040 -1.9981 1.4132
C -3.9075 -2.1438 2.2119
C -2.7898 -2.1569 -0.0172
H -1.5999 -1.4958 3.1888
H 0.9019 4.6512 -3.6686
H 0.2566 3.0956 -5.3015
C 0.8881 3.5933 -3.3808
C -0.7296 4.4372 1.0047
H 2.3939 -5.5475 2.1119
H -1.1943 6.5348 0.8397
Cr -0.2471 -1.0106 -0.4556
H 5.6581 -1.6388 -0.6678
H 2.1823 2.1195 0.1356
C -1.0177 3.1625 0.5986
H 2.3225 0.9279 1.8003
H -6.0989 -2.7046 -0.2470
H 2.4442 -0.8566 1.3411
C 0.3488 2.6789 -4.2974
O 1.0810 3.7790 2.3250
H 1.0268 -1.0129 3.1802
H -4.0467 -2.4988 -1.6753
O -1.8043 -1.9911 -0.8573
C 2.0745 -4.8423 1.3369
C 0.9966 1.8971 -1.7340
C 4.9503 -2.2570 -0.1765
C 0.5880 -0.4332 2.3874
C 1.7410 -0.0038 1.4791
C -1.7602 2.9010 -0.5188
H -2.4192 6.1211 -1.4494
C 3.7316 -2.0497 -0.5918
C 0.3959 -3.7871 -0.0277
C 0.0835 1.3662 -3.9248
N -0.3930 -1.1866 1.5828
C -5.1271 -2.6171 0.2186
C 1.1210 -2.6931 -0.4635
*
```

Summary:
HOMO level (alpha / beta) = -4.769 / -4.871 eV
total energy = -3229.835755 hartree
ΔE to the lowest compared entry with this formula, charge and spin = 1.713 eV
LUMO level (alpha / beta) = 1.881 / 1.881 eV
orbital gap (alpha / beta) = 6.65 / 6.75 eV
max |F| = 0.0918 Eh/bohr

***

DFT (ωB97M-V/def2-TZVPD) results for a molecular structure, C33H24N4NiO4S3 at a distorted geometry.

Geometry as ORCA input:
```
! wB97M-V def2-TZVPD RIJCOSX def2/J DEFGRID3
* xyz 0 3
H -2.1057 -0.6126 -8.9668
H 2.2086 -0.1637 0.8372
H 2.0340 -1.4921 6.9256
C 3.1992 -2.4739 5.4208
C -1.4432 -0.7728 -6.9453
C -2.2435 0.4164 -1.9557
C 4.0601 3.0427 1.1129
C -1.9224 -0.0781 -8.0450
H -1.2048 1.8078 -4.7650
S -0.1636 -2.3398 -2.7621
N -1.3025 -1.2716 1.4980
C 3.5624 -2.4737 4.0811
C 0.5941 -0.7752 -2.8444
C 1.8068 -0.5439 5.0255
O 1.4439 -0.2022 1.4267
H 4.2462 -3.2195 3.7006
C 2.7101 1.5915 2.4863
C 3.0487 -1.5155 3.2254
H -4.8365 -1.7534 -0.2274
C -1.7616 -2.0474 3.7036
C -3.3615 0.0370 -2.6794
H -4.6131 -1.2877 2.0616
S 1.6880 -0.2483 -1.6195
C 4.1677 3.2161 3.4996
H 2.7291 1.5971 0.3180
H 1.1241 0.2057 5.3938
C -2.1599 1.2862 -7.9729
N -2.0493 0.0502 -0.6910
H -3.4574 0.3344 -3.7143
C -0.8890 -1.7328 2.6755
N 0.2180 -0.0708 -3.8634
C 0.2035 1.9964 -0.5419
C 3.1218 2.0255 1.2337
C -1.0982 -1.9887 -4.1825
C 4.5855 3.6418 2.2448
C 3.2401 2.1989 3.6202
H -1.4724 1.0313 -2.3950
C -2.9750 -0.7054 -0.0829
C -1.4311 1.2830 -5.6821
H 4.3683 3.3645 0.1279
C -1.9066 1.9654 -6.7895
H 4.5702 3.6782 4.3909
C 2.1606 -0.5417 3.6804
Ni -0.3220 0.3141 0.4235
C 2.3228 -1.5073 5.8832
O -0.4371 1.4371 2.0078
H -1.2551 -1.8334 -7.0014
H -2.0742 3.0323 -6.7267
C 1.6708 0.4946 2.6694
C -1.2102 -0.0871 -5.7633
C 0.3206 1.1978 3.0153
H 0.1791 -1.8497 2.7920
H 2.9131 1.8789 4.6008
S -2.2797 -2.9925 -4.7701
C -4.1252 -1.1186 -0.7342
H -2.5310 1.8192 -8.8363
H -3.8261 -2.0639 4.2933
H 5.3141 4.4344 2.1534
C -2.6197 -1.1570 1.2843
C -4.3156 -0.7454 -2.0550
C -3.1186 -1.8714 3.4989
H 3.6018 -3.2168 6.0958
H -1.3684 -2.3963 4.6467
H 3.3446 -1.5396 2.1849
O 0.0910 1.5479 4.1522
N -0.7111 -0.7694 -4.6154
H -5.1889 -1.0784 -2.5967
O 0.4929 3.0460 -0.8272
C -3.5618 -1.4347 2.2608
*
```

Summary:
HOMO level (alpha / beta) = -7.597 / -7.623 eV
total energy = -4494.860955 hartree
ΔE to the lowest compared entry with this formula, charge and spin = 0.685 eV
LUMO level (alpha / beta) = -0.747 / -0.883 eV
orbital gap (alpha / beta) = 6.85 / 6.74 eV
max |F| = 0.0216 Eh/bohr